Version i
C4H2ClNOS | the ωB97M-V functional and the def2-TZVPD basis

XYZ file:
```
10
Properties=species:S:1:pos:R:3:mulliken_charge:R:1
C 0.32757 0.25768 1.04581 0.571
C -0.62048 -0.48697 1.62470 -0.383
C -1.31498 -1.20303 0.64342 0.143
C -0.46703 -0.19837 -1.21012 0.222
H -1.06138 -0.59141 2.74148 0.250
H -2.13746 -1.97489 0.94790 0.323
N -1.33516 -0.97626 -0.59491 -0.400
O 0.44705 0.55646 -0.23108 -0.310
S -0.25343 -0.04453 -2.82612 -0.277
Cl 1.49841 0.90853 2.05405 -0.138
```

The calculation puts the HOMO-LUMO gap at 8.15 eV. Its structure (SMILES) is S=c1nccc(Cl)o1. The calculation puts the LUMO energy at -0.9 eV.

Version ii
C4H2ClNOS | the ωB97M-V functional and the def2-TZVPD basis

XYZ file:
```
10
Properties=species:S:1:pos:R:3:mulliken_charge:R:1
C -1.13764 -0.79408 0.03989 0.675
C 0.17826 0.00507 -0.01598 0.277
C 1.29291 -0.71935 -0.04841 -0.231
C 0.13530 1.47444 -0.03341 -0.094
H -3.46663 -0.78868 -0.18233 0.189
H 1.28654 -1.75527 0.01671 0.434
N 0.03910 2.63156 0.12197 -0.371
O -1.11540 -2.00783 0.12160 -0.539
S -2.57861 0.24286 -0.05588 -0.223
Cl 2.89850 -0.20568 -0.02467 -0.116
```

The calculation puts the HOMO-LUMO gap at 9.71 eV. Its structure (SMILES) is N#C/C(=C\Cl)C(=O)S. The calculation puts the LUMO energy at -0.9 eV.

Preferred: version ii; penalty for the next structure: 25.6 kcal/mol.

Version i
C2H9N2S | the ωB97M-V functional and the def2-TZVPD basis

XYZ file:
```
14
Properties=species:S:1:pos:R:3:mulliken_charge:R:1
C 2.46036 0.13840 -1.44980 -0.725
S 1.05241 -1.11928 -1.76918 -0.721
H 2.52418 0.72776 -2.40556 0.166
H 2.40512 0.78149 -0.60382 0.256
H 3.31008 -0.51809 -1.27841 0.180
N -2.20971 0.42636 0.05533 -0.678
C -1.32750 0.51595 1.26730 -0.471
N -0.41697 -0.54925 1.46065 -0.565
H -1.62837 0.36866 -0.88095 0.285
H -2.58356 -0.45440 0.14329 0.259
H -0.92118 1.62932 1.23928 0.237
H -2.15175 0.25600 1.96659 0.400
H -0.78660 -1.44944 1.63819 0.240
H 0.27350 -0.75348 0.61707 0.136
```

The charge is -1. The calculation puts the HOMO-LUMO gap at 6.77 eV. The calculation puts the LUMO energy at 4.2 eV.

Version ii
C2H9N2S | the ωB97M-V functional and the def2-TZVPD basis

XYZ file:
```
14
Properties=species:S:1:pos:R:3:mulliken_charge:R:1
C -2.07959 0.10793 -0.82904 -0.740
S -1.41769 1.29336 0.40929 -0.700
H -3.16485 -0.01750 -0.89351 0.278
H -1.65745 -0.89029 -0.71163 0.120
H -1.73190 0.50754 -1.78518 0.174
N 1.57938 -0.08102 0.98919 -0.557
C 1.99170 -1.24555 0.20870 -0.237
N 1.39522 -1.17763 -1.12940 -0.722
H 1.58670 -0.32711 1.97324 0.212
H 0.62160 0.26885 0.81882 0.067
H 1.73963 -2.10744 0.83795 0.292
H 3.05584 -1.29583 -0.01176 0.198
H 1.44570 -0.18562 -1.34540 0.311
H 0.40578 -1.39325 -1.12220 0.304
```

The charge is -1. The calculation puts the HOMO-LUMO gap at 6.63 eV. The calculation puts the LUMO energy at 4.2 eV.

Preferred: version ii; penalty for the next structure: 16.2 kcal/mol.

Version i
C17H25F3N4O3 | the ωB97M-V functional and the def2-TZVPD basis

XYZ file:
```
52
Properties=species:S:1:pos:R:3:mulliken_charge:R:1
C -2.64053 3.38260 -1.33803 -0.923
C -3.70700 2.44741 -0.78253 -0.417
C -3.54824 1.01557 -1.28150 -1.032
N -2.31547 0.39664 -0.82257 0.210
C -1.28196 0.13257 -1.65493 -0.176
O -1.25715 0.45189 -2.82742 -0.694
C -0.07484 -0.61028 -1.04955 1.394
C -0.17596 -2.08054 -1.32658 -0.392
N -1.34222 -2.69208 -1.44788 -0.552
N -1.02767 -3.97585 -1.64789 -0.141
C 0.30824 -4.19387 -1.65108 -0.846
C 0.91045 -2.97896 -1.43946 0.271
C 2.36464 -2.64402 -1.36415 -1.134
N 0.28376 -0.39111 0.35228 0.876
C -0.47418 -1.06513 1.39033 -0.775
C 0.35999 -1.19061 2.65663 -1.264
C 0.76571 0.20435 3.12616 0.385
C 1.61941 0.14453 4.37024 0.709
F 2.77348 -0.51955 4.16686 -0.279
F 1.94657 1.37373 4.81201 -0.283
F 0.98151 -0.47809 5.38001 -0.286
C 1.48219 0.95554 2.00789 -1.389
C 0.62990 0.97021 0.73788 0.919
C 1.36524 1.68627 -0.38476 -0.391
O 0.89989 2.58618 -1.02988 -0.595
O 2.58564 1.17370 -0.59596 -0.284
C 3.29508 1.75029 -1.70174 -0.803
H -2.76906 4.39586 -0.95506 0.384
H -1.63636 3.04824 -1.07480 0.095
H -2.69241 3.42180 -2.42738 0.308
H -3.67975 2.45121 0.31239 0.284
H -4.70314 2.79740 -1.06705 0.365
H -4.38939 0.39922 -0.95658 0.400
H -3.52150 0.99749 -2.37065 0.417
H -2.30352 -0.02048 0.09017 0.198
H 0.76209 -0.24302 -1.64851 0.092
H -1.76115 -4.64506 -1.79380 0.172
H 0.72106 -5.17676 -1.80734 0.506
H 2.97342 -3.54533 -1.30253 0.399
H 2.68733 -2.08302 -2.24407 0.226
H 2.57400 -2.02566 -0.48958 0.182
H -1.39646 -0.51642 1.66411 0.420
H -0.77280 -2.04683 1.02847 0.360
H -0.21272 -1.70319 3.43057 0.370
H 1.25113 -1.78445 2.44147 0.422
H -0.13467 0.75685 3.41726 0.223
H 1.69624 1.98122 2.31396 0.448
H 2.42953 0.46344 1.78400 0.367
H -0.27551 1.57421 0.90884 0.342
H 4.23689 1.21368 -1.75769 0.258
H 2.72338 1.62708 -2.62044 0.346
H 3.46687 2.81111 -1.53013 0.308
```

The calculation puts the HOMO-LUMO gap at 9.39 eV. Its structure (SMILES) is CCCNC(=O)[C@H](c1n[nH]cc1C)N1CC[C@@H](C(F)(F)F)C[C@H]1C(=O)OC. The calculation puts the LUMO energy at 0.7 eV.

Version ii
C17H25F3N4O3 | the ωB97M-V functional and the def2-TZVPD basis

XYZ file:
```
52
Properties=species:S:1:pos:R:3:mulliken_charge:R:1
C 1.24433 1.72866 -3.68371 -0.891
C 2.62495 1.63215 -3.04589 -0.407
C 2.66397 2.18532 -1.62440 -0.991
N 1.79231 1.46210 -0.71292 0.202
C 0.59947 1.95519 -0.30531 -0.273
O 0.17359 3.04512 -0.63882 -0.698
C -0.27850 1.06541 0.59966 1.898
C -0.20254 1.58236 2.00788 -0.784
N 0.92414 2.07175 2.50241 -0.548
N 0.62021 2.40987 3.75880 -0.112
C -0.66694 2.14296 4.07624 -0.846
C -1.24756 1.59455 2.95924 0.198
C -2.65494 1.13377 2.75935 -1.068
N -0.13745 -0.39396 0.54754 0.541
C 0.93931 -0.97627 1.33855 -0.534
C 0.87252 -2.49231 1.37988 -1.385
C 0.85494 -3.03740 -0.04153 0.436
C 0.87213 -4.54500 -0.07000 0.641
F -0.20207 -5.07837 0.54719 -0.281
F 0.87979 -5.02441 -1.32889 -0.274
F 1.96423 -5.04245 0.54468 -0.283
C -0.36515 -2.48566 -0.76342 -1.670
C -0.34386 -0.94950 -0.77514 1.104
C -1.67810 -0.57105 -1.41155 -0.059
O -1.85761 -0.64137 -2.60024 -0.607
O -2.65254 -0.30836 -0.53055 -0.210
C -3.93788 -0.05350 -1.12144 -0.873
H 1.26394 1.37278 -4.71414 0.357
H 0.50906 1.12832 -3.14561 0.083
H 0.88730 2.75955 -3.68107 0.307
H 2.96339 0.59022 -3.03843 0.273
H 3.35400 2.18641 -3.64278 0.397
H 3.68221 2.15518 -1.23021 0.411
H 2.32996 3.22244 -1.61191 0.415
H 2.08878 0.56701 -0.37011 0.030
H -1.28458 1.28978 0.24426 0.343
H 1.32252 2.83249 4.33815 0.168
H -1.06758 2.36855 5.05102 0.508
H -3.15920 0.99696 3.71564 0.406
H -3.23202 1.85713 2.17905 0.231
H -2.67448 0.18557 2.22031 0.142
H 1.94999 -0.68749 0.99998 0.404
H 0.84995 -0.58214 2.34927 0.368
H 1.72462 -2.87191 1.94324 0.392
H -0.04051 -2.80643 1.89198 0.445
H 1.76661 -2.72405 -0.56421 0.242
H -0.42091 -2.83160 -1.79432 0.485
H -1.26299 -2.82720 -0.23991 0.404
H 0.40964 -0.62306 -1.50907 0.074
H -4.60203 0.14961 -0.28671 0.224
H -3.88272 0.80398 -1.78889 0.353
H -4.27567 -0.92169 -1.68316 0.312
```

The calculation puts the HOMO-LUMO gap at 9.47 eV. Its structure (SMILES) is CCCNC(=O)[C@H](c1n[nH]cc1C)N1CC[C@@H](C(F)(F)F)C[C@H]1C(=O)OC. The calculation puts the LUMO energy at 0.7 eV.

Preferred: version i; penalty for the next structure: 1.6 kcal/mol.

Version i
CH2FNO | the ωB97M-V functional and the def2-TZVPD basis

XYZ file:
```
6
Properties=species:S:1:pos:R:3:mulliken_charge:R:1
C -0.01751 0.04639 -0.52438 0.419
N -0.95432 0.37486 0.47934 -0.364
O -0.67641 -1.02233 -0.00573 -0.204
F 1.85107 -0.00791 0.11523 -0.542
H 0.19117 0.07760 -1.50101 0.349
H -0.39400 0.53138 1.43655 0.343
```

The calculation puts the HOMO-LUMO gap at 11.45 eV. The calculation puts the LUMO energy at -0.3 eV.

Version ii
CH2FNO | the ωB97M-V functional and the def2-TZVPD basis

XYZ file:
```
6
Properties=species:S:1:pos:R:3:mulliken_charge:R:1
C 0.58201 0.07714 -0.88156 0.267
N -0.80035 0.27736 0.74901 -0.365
O 1.48677 -0.67805 -0.81321 -0.307
F -1.38682 -0.95151 1.03203 -0.165
H 0.06838 0.79190 -1.50423 0.346
H 0.05000 0.48316 1.41796 0.225
```

The calculation puts the HOMO-LUMO gap (spin up / spin down) at 8.90 / 8.90 eV. The calculation puts the LUMO energy (spin up / spin down) at -0.1 / -0.1 eV.

Preferred: version ii; penalty for the next structure: 3.6 kcal/mol.

Version i
C5H9N4 | the ωB97M-V functional and the def2-TZVPD basis

XYZ file:
```
18
Properties=species:S:1:pos:R:3:mulliken_charge:R:1
C -0.58989 -0.70607 0.19226 -0.157
C -3.39507 -0.32129 -0.08927 -0.081
C 1.20853 -1.46903 0.10389 -0.148
C 0.81309 0.63789 1.17522 -0.281
C 0.65088 0.66838 -1.23588 -0.372
N -2.54268 0.52637 0.09371 -0.192
N 0.36897 -0.82334 1.20277 -0.228
N 0.24580 -0.76656 -0.83240 0.014
N 1.38462 1.05268 -0.04118 -0.358
H -3.40210 -1.44604 0.11522 0.281
H -4.40713 0.11994 -0.30384 0.301
H 2.20438 -0.94177 0.16949 0.275
H 1.07172 -2.58758 -0.13376 0.283
H -0.11422 1.26168 1.26625 0.377
H 1.45706 0.65358 2.11987 0.320
H 1.24699 0.71705 -2.15211 0.316
H -0.31365 1.15091 -1.41997 0.317
H 2.35811 1.00088 -0.35110 0.333
```

The charge is +1. The calculation puts the HOMO-LUMO gap (spin up / spin down) at 8.10 / 8.67 eV. The calculation puts the LUMO energy (spin up / spin down) at -6.0 / -5.5 eV.

Version ii
C5H9N4 | the ωB97M-V functional and the def2-TZVPD basis

XYZ file:
```
18
Properties=species:S:1:pos:R:3:mulliken_charge:R:1
C 1.57993 1.08042 -0.42879 -0.030
C 0.57299 -1.58655 -0.34318 0.352
C -1.96755 0.58552 -0.18334 -0.020
C 1.68814 -1.21506 0.53363 -0.380
C -0.68159 0.47250 0.17865 -0.319
N -0.20536 -2.10833 -1.05686 -0.410
N -3.03035 0.01824 0.39929 -0.355
N 0.25832 1.19435 -0.49780 -0.070
N 2.24759 0.07805 0.21857 -0.159
H 2.32180 1.67896 -0.96872 0.365
H -2.34440 1.19394 -1.08117 0.222
H 1.40795 -1.23226 1.64012 0.231
H 2.41920 -1.96595 0.35150 0.363
H -0.68867 0.18995 1.24139 0.269
H -2.88079 -0.49672 1.19857 0.174
H -3.93129 0.29418 -0.00876 0.247
H -0.00522 1.70071 -1.34243 0.250
H 3.23929 0.11805 0.14932 0.271
```

The charge is +1. The calculation puts the HOMO-LUMO gap (spin up / spin down) at 8.05 / 8.05 eV. Its structure (SMILES) is N#CC/[NH+]=C\N/C=C/N. The calculation puts the LUMO energy (spin up / spin down) at -3.8 / -3.8 eV.

Preferred: version ii; penalty for the next structure: 144.9 kcal/mol.

Version i
C3H12NO3 | the ωB97M-V functional and the def2-TZVPD basis

XYZ file:
```
19
Properties=species:S:1:pos:R:3:mulliken_charge:R:1
C -0.94960 -1.84349 1.13942 -0.617
C -1.69442 -0.53782 0.74067 -0.494
C -0.94542 0.86057 0.58325 -0.609
O 0.13568 0.76013 -0.27994 -0.963
N 0.44112 -1.92080 0.70646 -0.620
H -1.46612 -2.69993 0.69527 0.294
H -1.06347 -1.99609 2.22764 0.245
H -2.08468 -0.61364 -0.27222 0.240
H -2.62634 -0.39641 1.29230 0.447
H -0.52809 1.24947 1.51670 0.301
H -1.61265 1.62728 0.11976 0.223
H 0.96448 -1.11010 0.99546 0.293
H 0.60001 -2.12796 -0.26583 0.307
H 0.13205 0.05778 -1.76324 0.409
H 1.56106 -0.02057 -2.20342 0.281
O 0.70777 -0.35556 -2.49603 -0.735
H 0.97110 2.42032 -0.30078 0.407
H 2.11881 1.98490 0.43887 0.291
O 1.87676 2.76561 -0.07380 -0.701
```

The charge is -1. The calculation puts the HOMO-LUMO gap at 7.79 eV. The calculation puts the LUMO energy at 4.1 eV.

Version ii
C3H12NO3 | the ωB97M-V functional and the def2-TZVPD basis

XYZ file:
```
19
Properties=species:S:1:pos:R:3:mulliken_charge:R:1
C -1.48634 -0.56273 1.73962 -0.455
C -1.71958 -0.10031 0.29250 -0.784
C -0.56061 0.69793 -0.34802 -0.338
O 0.60683 -0.03574 -0.44714 -1.099
N -0.31940 -1.42743 1.85016 -0.776
H -2.36822 -1.17270 1.95017 0.278
H -1.37172 0.32713 2.35454 0.290
H -1.67996 -1.04063 -0.28815 0.277
H -2.68571 0.39531 0.12371 0.414
H -0.39520 1.62600 0.24963 0.273
H -0.89497 1.01143 -1.35731 0.187
H 0.46285 -0.84293 2.12488 0.335
H -0.02614 -1.71802 0.92396 0.296
H 1.31715 -0.66543 -1.78625 0.518
H 2.51125 -0.81378 -2.79967 0.265
O 1.62198 -1.12956 -2.62390 -0.718
H 3.10944 2.08352 -0.62956 0.262
H 1.71214 1.25450 -0.53365 0.477
O 2.16623 2.11346 -0.79549 -0.703
```

The charge is -1. The calculation puts the HOMO-LUMO gap at 7.80 eV. The calculation puts the LUMO energy at 4.1 eV.

Preferred: version ii; penalty for the next structure: 10.0 kcal/mol.